The following is a DFT calculation (the ωB97M-V functional and the def2-TZVPD basis) of a cluster of 14 separate species, C64H120F4O10 in total.

```
198
Properties=species:S:1:pos:R:3:mulliken_charge:R:1
F 8.7841 13.6345 15.0160 -0.38
C 9.4801 14.5779 14.3175 0.23
C 10.4586 14.1772 13.4271 -0.24
C 11.1190 15.0876 12.6456 -0.54
C 10.7154 16.4494 12.7065 -0.16
C 9.7400 16.8499 13.6090 -0.66
C 9.1573 15.8678 14.4552 -0.46
H 10.5882 13.1087 13.2659 0.43
H 11.8918 14.7899 11.9862 0.50
H 11.1993 17.2221 12.0872 0.30
H 9.5005 17.8718 13.6836 0.57
H 8.3366 16.2642 15.1172 0.36
F 13.1042 20.4972 21.0120 -0.37
C 13.8544 20.3156 19.9255 0.26
C 14.0434 21.3356 18.9854 -0.70
C 14.7425 21.0120 17.8482 -0.96
C 15.2713 19.7690 17.6147 1.13
C 15.0718 18.8111 18.5773 0.05
C 14.3238 19.0266 19.7239 -0.90
H 13.7022 22.2908 19.2392 0.57
H 14.9709 21.7701 17.1455 0.73
H 15.7272 19.5238 16.6189 -0.38
H 15.4459 17.7616 18.3432 -0.03
H 14.1508 18.2138 20.4211 0.51
F 18.0430 13.2227 18.2225 -0.37
C 18.2273 14.5350 18.3336 0.00
C 17.8415 15.3418 17.2817 -0.63
C 18.0887 16.6870 17.3941 -0.01
C 18.6650 17.2794 18.5365 0.48
C 18.9942 16.4196 19.5805 -0.49
C 18.7560 15.0571 19.4713 -0.65
H 17.3317 14.9798 16.4140 0.92
H 17.7283 17.3606 16.6173 0.52
H 18.8871 18.3976 18.5423 -0.53
H 19.4989 16.7921 20.4808 0.30
H 19.0088 14.4290 20.3213 0.44
F 15.9380 14.0832 14.1748 -0.28
C 16.2031 14.3183 12.8198 0.77
C 17.4201 14.8283 12.5977 0.23
C 17.6842 15.1522 11.2402 -0.30
C 16.7796 14.8957 10.2355 -0.92
C 15.5626 14.3588 10.5090 -0.45
C 15.2206 14.1200 11.8642 -0.71
H 18.1674 14.9630 13.3603 -0.13
H 18.6622 15.5627 11.0625 0.29
H 16.9584 15.1386 9.2069 0.41
H 14.8810 14.1466 9.6808 0.39
H 14.2850 13.6391 12.0558 0.64
C 18.2798 20.9181 18.8325 1.83
C 18.6155 20.7300 20.2686 -1.01
O 19.9510 20.3148 20.2203 0.00
C 20.4384 19.9119 21.4147 -0.50
C 21.9423 19.6134 21.2745 -1.27
H 18.9686 21.5958 18.3934 -1.16
H 18.1979 19.9914 18.2474 -0.58
H 17.2199 21.3730 18.7987 0.09
H 18.4852 21.6341 20.9114 0.45
H 17.9658 20.0045 20.8335 0.35
H 20.3041 20.6586 22.2198 0.31
H 19.8747 19.1081 21.8252 0.43
H 22.3867 19.2018 22.1276 0.47
H 22.4342 20.4937 20.8936 0.28
H 22.0298 18.8402 20.5039 0.24
C 13.6283 13.1596 17.8135 -1.15
C 12.2482 13.5017 17.1287 -0.38
O 11.9887 14.8272 16.7761 -0.37
C 12.7400 15.3899 15.6237 0.63
C 13.8733 16.2171 16.0703 0.63
H 13.9537 13.8835 18.5595 0.23
H 13.5194 12.2184 18.3234 0.47
H 14.2605 13.0792 16.9604 0.22
H 12.0930 12.8244 16.3430 0.35
H 11.4174 13.3092 17.8423 0.39
H 13.0467 14.6211 14.9005 0.34
H 11.9288 16.0253 15.1428 -0.81
H 14.5485 16.2681 15.2055 -0.19
H 14.4817 15.7110 16.8527 -0.09
H 13.5474 17.2150 16.4680 -0.28
C 17.3321 28.3559 13.3388 -1.35
C 17.0211 26.8905 13.0025 0.36
O 15.9495 26.3463 13.8241 -0.50
C 15.5543 25.1126 13.3464 0.80
C 14.5350 24.5505 14.3494 -1.52
H 18.3679 28.5631 12.9394 0.27
H 16.6333 29.0418 12.8238 0.42
H 17.3253 28.5520 14.4085 0.27
H 16.8003 26.7184 11.9405 0.52
H 17.9461 26.3437 13.2448 -0.29
H 15.0129 25.2131 12.3833 0.39
H 16.4194 24.4496 13.2174 -0.48
H 14.9736 24.5777 15.3324 0.30
H 14.2488 23.5281 14.1622 0.32
H 13.6219 25.1400 14.3021 0.45
C 21.4609 26.0796 13.6456 -1.08
C 20.6949 26.6201 14.8029 -0.37
O 19.5056 25.8612 14.8578 0.20
C 18.6857 25.9974 16.0255 -0.61
C 18.4998 24.7097 16.8484 -1.44
H 20.9913 26.4032 12.6906 0.31
H 22.4831 26.4027 13.6148 0.44
H 21.3815 25.0251 13.5483 0.04
H 21.3025 26.5888 15.7192 0.33
H 20.4919 27.6478 14.4981 0.46
H 18.9907 26.8746 16.6075 0.37
H 17.7294 26.2230 15.6664 0.27
H 17.6472 24.7736 17.5176 0.62
H 19.3793 24.4424 17.3980 0.26
H 18.2853 23.8966 16.1546 0.27
C 20.5398 15.6741 14.2904 -1.36
C 20.3404 16.6029 13.1176 0.52
O 21.1839 17.7041 13.2526 -0.28
C 21.1503 18.6398 12.2281 0.29
C 22.1431 19.7025 12.5000 -0.92
H 21.6237 15.4464 14.1992 0.38
H 20.4163 16.3063 15.1560 0.03
H 19.8797 14.8544 14.1999 0.63
H 20.5421 16.0324 12.1618 0.28
H 19.3037 16.8331 13.1237 -0.22
H 21.4822 18.2209 11.2574 0.55
H 20.1748 19.1748 12.0874 -0.28
H 23.1697 19.3319 12.4133 0.45
H 22.1132 20.2523 13.4961 -0.09
H 21.9147 20.4996 11.8053 0.11
C 10.2061 18.7509 17.0919 -1.16
C 11.1125 19.5912 16.2203 0.98
O 10.4143 20.0906 15.0994 -0.44
C 11.3341 20.7003 14.1447 1.36
C 10.6668 20.9718 12.7962 -1.44
H 9.6701 18.0801 16.4286 0.13
H 10.8673 18.1809 17.7476 0.36
H 9.5353 19.4427 17.6734 0.35
H 11.5216 20.4139 16.9230 0.14
H 11.9747 19.0585 15.8591 -0.57
H 11.7856 21.6221 14.6356 0.20
H 12.2095 19.9716 14.0961 -0.80
H 10.5204 20.1156 12.1885 0.30
H 11.2799 21.7149 12.2957 0.41
H 9.6523 21.4729 12.9228 0.34
C 19.6056 22.4241 12.8300 1.65
C 19.8998 23.3692 11.6251 -0.62
O 21.1753 23.1227 11.0848 -0.34
C 21.4181 23.8237 9.8400 -0.14
C 22.6062 23.2185 9.1594 -1.35
H 19.5259 21.3683 12.6369 -0.85
H 20.3072 22.5517 13.7098 0.02
H 18.6297 22.7318 13.1310 -0.67
H 19.1461 23.0768 10.8520 0.41
H 19.8258 24.4101 11.8993 0.22
H 20.5402 23.7092 9.1893 0.24
H 21.6108 24.9021 10.0325 0.37
H 23.5272 23.2284 9.6826 0.37
H 22.9747 23.7745 8.2335 0.33
H 22.3634 22.2669 8.8058 0.28
C 15.7799 22.7448 10.4441 -0.94
C 16.4907 21.4054 10.3902 0.61
O 17.6814 21.6132 9.6660 -0.43
C 18.3851 20.3715 9.5918 0.50
C 19.6102 20.5941 8.7763 -1.22
H 16.5178 23.5564 10.8539 -0.03
H 15.5069 22.9631 9.3904 0.40
H 14.8850 22.7529 11.1153 0.25
H 16.8333 21.0135 11.3768 -0.28
H 15.8706 20.6286 9.8667 0.36
H 18.6687 19.9863 10.5810 -0.25
H 17.7269 19.6443 9.0872 0.47
H 20.1015 19.6275 8.5591 0.42
H 20.2535 21.2360 9.2468 -0.08
H 19.4550 21.0397 7.7851 0.38
C 14.0782 18.7964 12.5590 -1.05
C 15.5737 18.7853 12.8939 -0.08
O 15.7945 19.8926 13.7971 0.48
C 17.1553 19.9990 14.1822 1.47
C 17.3874 21.3546 14.8881 1.21
H 13.8987 18.0944 11.7467 0.62
H 13.5388 18.6606 13.4910 -0.56
H 13.8038 19.7438 12.1004 0.38
H 15.9209 17.8654 13.2806 0.24
H 16.3374 18.8826 12.0904 0.03
H 17.5298 19.0350 14.6390 -0.73
H 17.7375 20.1065 13.1905 -1.06
H 16.8182 21.2325 15.8331 -0.37
H 16.8604 22.2050 14.3804 -0.34
H 18.4104 21.5169 15.1677 -0.24
C 20.3186 19.3789 16.0518 1.27
C 21.1598 20.3852 16.7905 -1.26
O 20.8572 21.7719 16.4895 0.40
C 21.2887 22.7434 17.3911 -0.56
C 21.8116 23.9122 16.6541 -0.90
H 20.6858 18.4451 16.4015 0.54
H 19.3083 19.4668 16.3207 -0.87
H 20.3995 19.5593 14.9441 -0.63
H 21.1592 20.1927 17.8526 0.36
H 22.2002 20.2973 16.4211 0.44
H 20.5046 23.0322 18.0867 0.29
H 22.0771 22.2821 18.0316 0.35
H 21.0041 24.3131 16.0178 -0.30
H 22.6198 23.5543 15.9708 0.35
H 22.1821 24.6989 17.3112 0.48
```

Properties
Relative energy (zero: lowest compared OMol25 entry of this formula, charge and spin) (kcal/mol): 35.3
HOMO (eV): -9.182
E (eV): -99651.343
LUMO level (eV): 0.49
Gap between HOMO and LUMO (Eh): 0.35550

The following is a DFT calculation (the ωB97M-V functional and the def2-TZVPD basis) of the molecule C7H12S.

```
20
Properties=species:S:1:pos:R:3:mulliken_charge:R:1
C 0.1178 -0.5943 0.0069 -0.67
C -0.3963 -0.2740 -1.5370 0.42
C -0.0343 0.8720 0.3762 1.64
C 0.4747 -1.7365 0.9346 -1.25
C -0.4720 -0.9699 -2.8172 -1.12
C 1.1799 1.5264 0.9348 -1.47
C -1.1287 0.9903 1.4692 -1.55
S -0.6135 1.4203 -1.2943 -0.27
H 0.3398 -2.5758 0.3527 0.39
H 0.0256 -1.7039 1.9443 0.30
H 1.5802 -1.5261 1.0867 0.27
H -0.9568 -0.4778 -3.6765 0.34
H -0.9243 -1.9504 -2.9141 0.34
H 0.4473 -1.3605 -3.2321 0.31
H 1.0067 2.6499 1.0645 0.34
H 1.9357 1.3627 0.1114 0.36
H 1.5741 0.9604 1.7024 0.44
H -0.7431 0.8776 2.5195 0.33
H -1.9329 0.4128 1.3876 0.55
H -1.4799 2.0967 1.5801 0.32
```

Properties
Relative energy (zero: lowest compared OMol25 entry of this formula, charge and spin) (kcal/mol): 98.6
HOMO (alpha / beta) (eV): -6.996 / -6.997
SMILES: CC1=C(C)C(C)(C)S1
E (eV): -18284.958
LUMO level (alpha / beta) (eV): 0.87 / 0.87
Gap between HOMO and LUMO (alpha / beta) (Eh): 0.28922 / 0.28925

The following is a DFT calculation (the ωB97M-V functional and the def2-TZVPD basis) of a cluster of 2 separate species, C4H8N2O5S in total.

```
20
Properties=species:S:1:pos:R:3:mulliken_charge:R:1
C 3.3835 -0.5174 1.5175 -0.75
C 2.0837 -0.2306 1.3935 -0.11
C 1.1928 -0.6431 2.5142 0.63
C -1.7300 1.1263 -3.3321 -0.64
N -1.0500 -0.7902 1.8259 -0.55
N -0.0665 -0.2450 2.2378 0.23
O 1.4480 -1.0907 3.6306 -0.58
O -2.4640 0.4141 -0.3103 -0.47
O -0.6227 -1.1771 -0.5346 -0.54
O -1.4745 0.0672 -2.4598 -0.29
O -0.1062 1.1780 -0.7853 -0.60
S -1.0662 0.1170 -0.9134 1.27
H 4.0601 -0.1030 0.7961 0.33
H 3.6594 -0.9580 2.5617 0.26
H 1.5173 0.1139 0.5652 0.31
H -1.4897 2.1539 -2.9650 0.29
H -2.7896 0.9865 -3.7529 0.25
H -1.1656 0.9638 -4.2693 0.26
H -1.0443 -1.7686 1.6199 0.22
H -2.2755 0.4032 0.6605 0.49
```

Properties
Relative energy (zero: lowest compared OMol25 entry of this formula, charge and spin) (kcal/mol): 59.7
HOMO (eV): -9.465
SMILES: [H]/N=N\C(=O)C=C.COS(=O)(=O)O
E (eV): -28326.506
LUMO level (eV): 0.14
Gap between HOMO and LUMO (Eh): 0.35291

Max |F| values (in hartree/bohr) by entry order: 0.07929; 0.14597; 0.07070.